Arrangement a

Computed, not measured: 2 unconnected molecules or ions with the total composition C4H12, with the ωB97M-V functional and the def2-TZVPD basis.

Properties
Charge: +1
2S+1: 2
Gap between HOMO and LUMO (alpha / beta), eV: 13.4898 / 3.7806
Molecular weight, g/mol: 60.140
HOMO (alpha / beta), eV: -16.417 / -15.104
⟨S²⟩: 0.753

Last columns: bonded neighbours and bond lengths (Å).
Element x y z (Å)
1 C 0.9768 -0.3214 -2.1357  C2 1.478, H3 1.084, H4 1.109, H5 1.114
2 C 1.8256 -0.2201 -0.9302  C1 1.478, H6 1.125, H7 1.100, H8 1.092
3 H 0.2341 0.4593 -2.2512  C1 1.084
4 H 1.6339 -0.4420 -3.0210  C1 1.109
5 H 0.4507 -1.3004 -2.2162  C1 1.114
6 H 1.3408 -0.1919 0.0840  C2 1.125
7 H 2.3813 0.7296 -0.9485  C2 1.100
8 H 2.5818 -1.0040 -0.8445  C2 1.092
9 C -1.8198 -0.3462 1.4270  C10 1.494, H11 1.099, H12 1.105, H13 1.090
10 C -1.0101 0.8991 1.5870  C9 1.494, H14 1.111, H15 1.122, H16 1.091
11 H -1.2323 -1.2653 1.5597  C9 1.099
12 H -2.5912 -0.4368 2.2125  C9 1.105
13 H -2.4037 -0.3040 0.5081  C9 1.090
14 H -1.0490 1.1258 2.6734  C10 1.111
15 H 0.0924 0.9689 1.3912  C10 1.122
16 H -1.4115 1.6493 0.9043  C10 1.091

***

Arrangement b

Computed, not measured: 2 unconnected molecules or ions with the total composition C4H12, with the ωB97M-V functional and the def2-TZVPD basis.

Properties
Charge: +1
2S+1: 2
Gap between HOMO and LUMO (alpha / beta), eV: 11.7852 / 3.6390
Molecular weight, g/mol: 60.140
HOMO (alpha / beta), eV: -15.238 / -14.967
⟨S²⟩: 0.753

Last columns: bonded neighbours and bond lengths (Å).
Element x y z (Å)
1 C -1.8501 -1.6210 1.4416  C2 1.453, H3 1.088, H4 1.155, H5 1.137
2 C -1.4607 -1.0249 0.1753  C1 1.453, H6 1.120, H7 1.095, H8 1.094
3 H -1.3247 -2.5179 1.7630  C1 1.088
4 H -1.8685 -0.8083 2.2614  C1 1.155
5 H -2.9488 -1.7754 1.6907  C1 1.137
6 H -0.5366 -0.3923 0.1906  C2 1.120
7 H -2.2718 -0.3668 -0.1525  C2 1.095
8 H -1.3410 -1.8789 -0.4976  C2 1.094
9 C 2.0771 0.9907 -0.3033  C10 1.549, H11 1.116, H12 1.102, H13 1.080
10 C 1.2861 1.6573 -1.4558  C9 1.549, H14 1.080, H15 1.090, H16 1.089
11 H 1.4936 0.2738 0.3214  C9 1.116
12 H 2.8439 0.2984 -0.6865  C9 1.102
13 H 2.6095 1.7008 0.3124  C9 1.080
14 H 1.6549 2.6724 -1.4432  C10 1.080
15 H 1.4139 1.1225 -2.3965  C10 1.090
16 H 0.2231 1.6697 -1.2209  C10 1.089

***

Arrangement c

Computed, not measured: 2 unconnected molecules or ions with the total composition C4H12, with the ωB97M-V functional and the def2-TZVPD basis.

Properties
Charge: +1
2S+1: 2
Gap between HOMO and LUMO (alpha / beta), eV: 10.6753 / 2.3576
Molecular weight, g/mol: 60.140
HOMO (alpha / beta), eV: -14.307 / -14.305
⟨S²⟩: 0.753

Last columns: bonded neighbours and bond lengths (Å).
Element x y z (Å)
1 C -1.1152 -2.1792 -0.0090  C2 1.635, H3 1.125, H4 1.161, H5 1.051
2 C -1.0762 -1.7411 -1.5837  C1 1.635, H6 1.069, H7 1.065, H8 1.003
3 H -2.1145 -2.5814 0.3147  C1 1.125
4 H -0.3551 -3.0546 0.0438  C1 1.161
5 H -0.9215 -1.3096 0.5487  C1 1.051
6 H -1.9868 -1.1978 -1.7228  C2 1.069
7 H -1.0866 -2.6560 -2.1278  C2 1.065
8 H -0.3189 -1.1116 -1.7735  C2 1.003
9 C 1.0280 1.8901 0.0434  C10 1.533, H11 1.126, H12 1.082, H13 1.125
10 C 1.2518 2.0677 1.5497  C9 1.533, H14 1.123, H15 1.063, H16 1.095
11 H -0.0253 1.8256 -0.3483  C9 1.126
12 H 1.5219 2.5634 -0.6440  C9 1.082
13 H 1.5323 0.8946 -0.0987  C9 1.125
14 H 1.0316 3.1515 1.7433  C10 1.123
15 H 2.2057 1.8105 1.9421  C10 1.063
16 H 0.4289 1.6281 2.1220  C10 1.095

***

Of all the structures shown, which is most stable? arrangement a, and arrangement c is the least stable.